# 1
Density functional theory data (wB97M-V/def2-TZVPD) for C3H7NOS as an isolated structure.

The geometry in ORCA input format:
```
! wB97M-V def2-TZVPD RIJCOSX def2/J DEFGRID3
* xyz 0 1
C -2.455 -0.150 0.274
C 1.070 1.192 -0.032
C 1.835 -0.047 -0.556
H -2.874 1.120 0.378
H -2.423 -0.997 1.409
H -3.005 -0.977 -0.603
H 1.768 1.941 0.638
H 1.162 -0.777 -1.387
H 2.945 0.239 -1.069
H 0.940 -1.135 1.178
N -0.162 1.070 -0.004
O 2.007 -1.091 0.421
S -0.806 -0.386 -0.646
*
```

Values from the calculation:
F_max in eV/A: 6.05
HOMO-LUMO gap in eV: 9.148

Listed below, in e, are the natural (NBO) charges computed for each atom: number 1, C, carries -0.82; number 2, C, carries 0.06; number 3, C, carries -0.15; number 4, H, carries 0.30; number 5, H, carries 0.23; number 6, H, carries 0.23; number 7, H, carries 0.20; number 8, H, carries 0.19; number 9, H, carries 0.21; number 10, H, carries 0.46; number 11, N, carries -0.55; number 12, O, carries -0.72; number 13, S, carries 0.36

# 2
Density functional theory data (wB97M-V/def2-TZVPD) for one molecule with the formula C3H7NOS.

The geometry in ORCA input format:
```
! wB97M-V def2-TZVPD RIJCOSX def2/J DEFGRID3
* xyz 0 3
C 1.038 0.197 -0.726
C 1.293 0.752 0.632
C 0.116 -0.180 0.459
N -2.199 -0.114 -0.838
O 0.124 -1.458 0.986
S -1.569 0.569 0.551
H 0.806 0.875 -1.641
H 1.607 -0.639 -1.003
H 2.147 0.279 1.138
H 1.203 1.861 0.775
H -2.457 -1.047 -0.659
H -3.028 0.426 -1.147
H 0.919 -1.522 1.473
*
```

Values from the calculation:
F_max in eV/A: 3.72
HOMO-LUMO gap (spin up / spin down) in eV: 4.812 / 7.788

Listed below, in e, are the natural (NBO) charges computed for each atom: number 1, C, carries -0.45; number 2, C, carries -0.46; number 3, C, carries 0.04; number 4, N, carries -1.04; number 5, O, carries -0.69; number 6, S, carries 0.49; number 7, H, carries 0.23; number 8, H, carries 0.21; number 9, H, carries 0.21; number 10, H, carries 0.24; number 11, H, carries 0.37; number 12, H, carries 0.37; number 13, H, carries 0.47

# 3
Density functional theory data (wB97M-V/def2-TZVPD) for one molecule with the formula C3H7NOS2.

The geometry in ORCA input format:
```
! wB97M-V def2-TZVPD RIJCOSX def2/J DEFGRID3
* xyz 0 1
N -0.503 0.364 1.612
C -0.731 -0.667 0.673
C -2.156 -0.853 0.140
O -2.880 -1.801 0.377
C 0.040 -0.794 -0.616
S 1.709 -0.182 -0.558
S 1.295 1.792 -0.439
H -0.769 1.225 1.297
H -0.570 0.264 2.613
H -0.738 -1.507 1.297
H -2.707 -0.033 -0.505
H 0.121 -1.823 -1.027
H -0.469 -0.258 -1.556
H 0.701 2.118 -1.649
*
```

Values from the calculation:
F_max in eV/A: 3.49
SMILES: N[C@@H](C=O)CSS
HOMO-LUMO gap in eV: 9.117

Listed below, in e, are the natural (NBO) charges computed for each atom: number 1, N, carries -0.82; number 2, C, carries -0.19; number 3, C, carries 0.43; number 4, O, carries -0.52; number 5, C, carries -0.59; number 6, S, carries 0.16; number 7, S, carries -0.16; number 8, H, carries 0.37; number 9, H, carries 0.40; number 10, H, carries 0.23; number 11, H, carries 0.10; number 12, H, carries 0.26; number 13, H, carries 0.22; number 14, H, carries 0.12

# 4
Density functional theory data (wB97M-V/def2-TZVPD) for a 2-piece molecular cluster, C3H7NOS2 overall.

The geometry in ORCA input format:
```
! wB97M-V def2-TZVPD RIJCOSX def2/J DEFGRID3
* xyz 0 1
C 2.699 0.278 1.058
C 2.063 0.283 -0.284
C -0.749 -0.172 -0.240
H 3.516 0.971 0.856
H 2.162 0.600 2.098
H 3.250 -0.613 1.478
H 1.715 1.274 -0.702
H 3.184 0.172 -0.942
H -1.749 -2.001 -0.182
H -2.967 0.485 0.029
N -1.585 -0.816 0.561
O -2.924 -0.437 0.536
S 0.901 -1.112 -0.575
S -0.820 1.486 -0.303
*
```

Values from the calculation:
F_max in eV/A: 8.08
HOMO-LUMO gap in eV: 8.614

Listed below, in e, are the natural (NBO) charges computed for each atom: number 1, C, carries -0.65; number 2, C, carries -0.55; number 3, C, carries -0.08; number 4, H, carries 0.21; number 5, H, carries 0.21; number 6, H, carries 0.23; number 7, H, carries 0.27; number 8, H, carries 0.23; number 9, H, carries 0.34; number 10, H, carries 0.48; number 11, N, carries -0.25; number 12, O, carries -0.55; number 13, S, carries 0.22; number 14, S, carries -0.11

# 5
Density functional theory data (wB97M-V/def2-TZVPD) for one molecule with the formula C3H7NOS2.

The geometry in ORCA input format:
```
! wB97M-V def2-TZVPD RIJCOSX def2/J DEFGRID3
* xyz 0 1
C -1.245 1.715 0.661
O -0.130 1.064 0.076
C 0.457 0.153 0.969
S 1.952 -0.580 0.275
C 1.318 -1.610 -1.023
N 0.075 -1.336 -1.443
S 2.271 -2.811 -1.633
H -2.020 0.990 0.983
H -1.646 2.387 -0.087
H -0.945 2.286 1.544
H 0.772 0.669 1.885
H -0.251 -0.650 1.250
H -0.330 -0.397 -1.250
H -0.277 -1.880 -2.207
*
```

Values from the calculation:
F_max in eV/A: 1.35
SMILES: COCSC(N)=S
HOMO-LUMO gap in eV: 8.940

Listed below, in e, are the natural (NBO) charges computed for each atom: number 1, C, carries -0.26; number 2, O, carries -0.56; number 3, C, carries -0.24; number 4, S, carries 0.31; number 5, C, carries -0.08; number 6, N, carries -0.80; number 7, S, carries -0.14; number 8, H, carries 0.17; number 9, H, carries 0.20; number 10, H, carries 0.18; number 11, H, carries 0.20; number 12, H, carries 0.19; number 13, H, carries 0.42; number 14, H, carries 0.41

# 6
Density functional theory data (wB97M-V/def2-TZVPD) for one molecule with the formula C3H7NOS2.

The geometry in ORCA input format:
```
! wB97M-V def2-TZVPD RIJCOSX def2/J DEFGRID3
* xyz 0 1
N 0.706 -1.683 0.547
C 0.816 -0.372 0.010
C 1.920 0.276 0.889
O 1.791 1.356 1.457
C -0.505 0.359 -0.170
S -1.785 -0.247 -1.299
S -3.358 1.075 -1.132
H 0.138 -1.817 1.376
H 0.440 -2.397 -0.232
H 1.263 -0.411 -1.012
H 2.756 -0.217 0.660
H -0.471 1.477 -0.635
H -0.941 0.352 0.908
H -2.771 2.249 -1.366
*
```

Values from the calculation:
F_max in eV/A: 7.17
SMILES: N[C@H](C=O)CSS
HOMO-LUMO gap in eV: 8.981

Listed below, in e, are the natural (NBO) charges computed for each atom: number 1, N, carries -0.85; number 2, C, carries -0.18; number 3, C, carries 0.45; number 4, O, carries -0.50; number 5, C, carries -0.57; number 6, S, carries 0.09; number 7, S, carries -0.11; number 8, H, carries 0.38; number 9, H, carries 0.38; number 10, H, carries 0.21; number 11, H, carries 0.12; number 12, H, carries 0.24; number 13, H, carries 0.22; number 14, H, carries 0.12

# 7
Density functional theory data (wB97M-V/def2-TZVPD) for one molecule with the formula C3H7NS.

The geometry in ORCA input format:
```
! wB97M-V def2-TZVPD RIJCOSX def2/J DEFGRID3
* xyz 0 1
N 1.411 -0.593 -0.866
C -0.004 -0.858 -0.684
C -0.520 -0.551 0.752
C -0.780 0.420 -0.320
S 0.223 1.925 -0.066
H 1.507 0.051 -1.599
H 1.778 -0.180 0.051
H -0.478 -1.650 -1.388
H -1.328 -0.858 1.503
H 0.366 -0.230 1.456
H -2.067 0.373 -0.195
H -0.107 2.152 1.356
*
```

Values from the calculation:
F_max in eV/A: 4.25
SMILES: N[C@H]1C[C@H]1S
HOMO-LUMO gap in eV: 9.593

Listed below, in e, are the natural (NBO) charges computed for each atom: number 1, N, carries -0.82; number 2, C, carries -0.05; number 3, C, carries -0.45; number 4, C, carries -0.42; number 5, S, carries -0.05; number 6, H, carries 0.36; number 7, H, carries 0.38; number 8, H, carries 0.23; number 9, H, carries 0.24; number 10, H, carries 0.19; number 11, H, carries 0.24; number 12, H, carries 0.14

# 8
Density functional theory data (wB97M-V/def2-TZVPD) for a 2-piece molecular cluster, C3H7NS overall.

The geometry in ORCA input format:
```
! wB97M-V def2-TZVPD RIJCOSX def2/J DEFGRID3
* xyz 0 1
C 1.139 1.081 0.100
N 1.713 0.080 0.537
S 1.732 -0.512 2.120
H 0.521 1.872 0.697
H 1.193 1.228 -0.927
H 2.250 -1.588 1.768
C -1.250 0.143 -0.212
C -0.984 -1.043 -0.750
H -0.966 1.103 -0.565
H -1.735 0.204 0.735
H -1.112 -1.950 -0.178
H -0.687 -1.152 -1.786
*
```

Values from the calculation:
F_max in eV/A: 3.73
SMILES: C=NS.C=C
HOMO-LUMO gap in eV: 9.974

Listed below, in e, are the natural (NBO) charges computed for each atom: number 1, C, carries -0.06; number 2, N, carries -0.56; number 3, S, carries 0.21; number 4, H, carries 0.14; number 5, H, carries 0.17; number 6, H, carries 0.09; number 7, C, carries -0.39; number 8, C, carries -0.37; number 9, H, carries 0.19; number 10, H, carries 0.19; number 11, H, carries 0.20; number 12, H, carries 0.19

What is the formula in the fifth record? C3H7NOS2

The highest F_max belongs to which entry? number 4